[1]
This record from the Open Molecules 2025 dataset describes a single C14H9FN4OS molecule at a distorted geometry. The level of theory is ωB97M-V/def2-TZVPD.

Values from the calculation:
SMILES string: Fc1ccc(C2=Nn3c(nnc3-c3ccco3)SC2)cc1
DFT total energy: -36222.626 eV
2S+1: 1
HOMO-LUMO gap: 7.71 eV

Geometry (Å):
F (-0.27, 6.03, -0.13)
C (-0.12, 4.71, -0.35)
C (-0.93, 3.82, 0.33)
C (-0.77, 2.47, 0.10)
C (0.19, 2.01, -0.81)
C (0.33, 0.57, -1.02)
N (0.12, -0.20, -0.02)
N (0.32, -1.52, -0.15)
C (1.19, -2.15, -1.03)
N (1.27, -3.42, -0.74)
N (0.46, -3.66, 0.29)
C (-0.10, -2.54, 0.67)
C (-1.03, -2.37, 1.75)
C (-1.56, -1.23, 2.30)
C (-2.40, -1.66, 3.35)
C (-2.32, -3.02, 3.35)
O (-1.50, -3.46, 2.40)
S (2.02, -1.23, -2.23)
C (0.69, 0.03, -2.38)
C (0.99, 2.93, -1.47)
C (0.85, 4.28, -1.24)
H (-1.67, 4.19, 1.02)
H (-1.39, 1.75, 0.61)
H (-1.35, -0.22, 1.99)
H (-2.98, -1.04, 4.00)
H (-2.79, -3.76, 3.97)
H (-0.18, -0.46, -2.82)
H (1.05, 0.80, -3.06)
H (1.77, 2.60, -2.14)
H (1.47, 5.01, -1.74)

[2]
This record from the Open Molecules 2025 dataset describes a molecular structure, C20H24MnN6O6S. The level of theory is ωB97M-V/def2-TZVPD.

Values from the calculation:
⟨S²⟩: 0.78
DFT total energy: -84513.455 eV
2S+1: 2
energy relative to the best compared isomer or geometry (same formula, charge and spin): 0.00 kcal per mole
HOMO-LUMO gap (spin up / spin down): 7.89 / 7.34 eV

Geometry (Å):
Mn (-0.65, -0.32, 0.01)
O (-1.94, 1.19, 0.60)
C (-1.43, 2.47, 0.23)
C (0.05, 2.40, 0.54)
N (0.65, 1.28, -0.22)
C (0.77, 1.60, -1.66)
C (-0.23, 0.80, -2.53)
O (-0.11, 0.87, -3.74)
O (-1.10, 0.11, -1.89)
C (1.91, 0.85, 0.41)
C (1.60, 0.11, 1.72)
O (2.38, 0.16, 2.66)
O (0.52, -0.61, 1.67)
H (-2.75, 0.95, 0.10)
H (-1.91, 3.25, 0.83)
H (-1.62, 2.66, -0.83)
H (0.18, 2.20, 1.60)
H (0.55, 3.34, 0.30)
H (1.78, 1.42, -2.02)
H (0.56, 2.66, -1.84)
H (2.60, 1.68, 0.59)
H (2.39, 0.14, -0.26)
S (1.87, -5.93, -2.64)
C (1.29, -4.40, -1.93)
C (1.80, -3.93, -0.73)
C (1.30, -2.75, -0.22)
N (0.33, -2.03, -0.81)
C (-0.16, -2.51, -1.97)
C (0.29, -3.68, -2.56)
C (3.62, -5.59, -2.66)
C (4.13, -4.42, -3.21)
C (5.50, -4.24, -3.22)
N (6.37, -5.13, -2.75)
C (5.87, -6.25, -2.25)
C (4.51, -6.53, -2.17)
H (2.58, -4.46, -0.20)
H (1.68, -2.35, 0.72)
H (-0.91, -1.89, -2.44)
H (-0.12, -4.00, -3.50)
H (3.47, -3.66, -3.61)
H (5.92, -3.33, -3.63)
H (6.59, -6.97, -1.87)
H (4.16, -7.46, -1.73)
C (-3.31, -4.37, 2.87)
N (-3.14, -3.24, 2.00)
C (-4.17, -2.70, 1.13)
C (-3.43, -1.54, 0.47)
O (-3.93, -0.68, -0.22)
N (-2.11, -1.61, 0.84)
C (-2.00, -2.57, 1.77)
N (-0.86, -2.80, 2.41)
H (-4.36, -4.43, 3.18)
H (-2.72, -4.26, 3.77)
H (-3.05, -5.32, 2.39)
H (-5.03, -2.34, 1.69)
H (-4.51, -3.42, 0.38)
H (-0.13, -2.07, 2.32)
H (-0.81, -3.49, 3.13)

[3]
This record from the Open Molecules 2025 dataset describes a gas-phase ion, C27H41O2Si (charge +1) at a distorted geometry. The level of theory is ωB97M-V/def2-TZVPD.

Values from the calculation:
charge: +1
DFT total energy: -40631.406 eV
2S+1: 1
energy relative to the best compared isomer or geometry (same formula, charge and spin): 0.00 kcal per mole
HOMO-LUMO gap: 7.73 eV

Geometry (Å):
C (3.04, -1.50, -4.68)
C (3.39, -0.44, -3.64)
C (3.53, -1.01, -2.20)
C (2.98, -0.22, -1.04)
O (1.66, 0.31, -1.44)
C (0.90, 0.92, -0.51)
C (-0.45, 1.11, -0.97)
O (1.48, 0.99, 0.66)
Si (0.83, 1.23, 2.30)
C (-0.87, 1.95, 2.27)
C (0.85, -0.50, 2.97)
C (1.96, 2.33, 3.32)
C (1.54, 3.82, 3.29)
C (3.42, 2.25, 2.81)
C (1.95, 1.87, 4.81)
H (2.90, -1.07, -5.68)
H (3.81, -2.25, -4.73)
H (2.12, -2.03, -4.48)
H (4.37, -0.01, -3.94)
H (2.72, 0.43, -3.67)
H (3.08, -2.03, -2.22)
H (4.65, -1.14, -1.98)
H (2.81, -0.86, -0.19)
H (3.61, 0.66, -0.81)
H (-1.20, 1.65, -0.32)
H (-0.32, 1.56, -2.00)
H (-1.16, 2.21, 3.34)
H (-0.77, 2.89, 1.67)
H (-1.68, 1.30, 1.85)
H (0.22, -0.53, 3.87)
H (0.47, -1.22, 2.24)
H (1.89, -0.76, 3.23)
H (0.54, 3.96, 3.72)
H (2.25, 4.43, 3.88)
H (1.53, 4.21, 2.26)
H (3.78, 1.22, 2.72)
H (3.52, 2.72, 1.82)
H (4.11, 2.78, 3.48)
H (2.27, 0.82, 4.92)
H (2.63, 2.50, 5.42)
H (0.94, 1.95, 5.24)
C (-0.35, -5.39, 1.31)
C (-0.38, -4.03, 0.63)
C (0.36, -3.72, -0.51)
C (0.14, -2.58, -1.26)
C (-0.86, -1.62, -0.86)
C (-1.25, -0.38, -1.59)
C (-2.64, 0.16, -1.58)
C (-2.83, 1.25, -2.44)
C (-4.02, 1.90, -2.58)
C (-5.18, 1.27, -2.08)
C (-6.52, 1.77, -2.54)
C (-5.04, 0.21, -1.17)
C (-3.78, -0.36, -0.90)
C (-1.40, -1.83, 0.41)
C (-1.21, -3.00, 1.13)
H (-1.22, -5.56, 1.93)
H (-0.34, -6.20, 0.58)
H (0.54, -5.51, 1.94)
H (1.11, -4.48, -0.82)
H (0.64, -2.46, -2.24)
H (-0.92, -0.44, -2.66)
H (-1.97, 1.56, -3.12)
H (-4.15, 2.87, -3.07)
H (-7.26, 1.45, -1.83)
H (-6.46, 2.85, -2.62)
H (-6.79, 1.36, -3.52)
H (-5.93, -0.19, -0.68)
H (-3.70, -1.27, -0.30)
H (-2.13, -1.05, 0.75)
H (-1.75, -3.09, 2.08)

[4]
This record from the Open Molecules 2025 dataset describes 2 unconnected molecules or ions with the total composition H2O4P2 at a distorted geometry. The level of theory is ωB97M-V/def2-TZVPD.

Values from the calculation:
charge: -2
DFT total energy: -26801.310 eV
2S+1: 1
energy relative to the best compared isomer or geometry (same formula, charge and spin): 15.84 kcal per mole
HOMO-LUMO gap: 7.19 eV

Geometry (Å):
O (0.92, 1.67, -1.27)
O (1.05, -1.68, 1.12)
O (0.39, 1.76, 1.24)
O (0.32, -1.83, -1.25)
P (0.22, 1.14, -0.11)
P (0.13, -1.18, 0.08)
H (-1.73, 1.34, -0.37)
H (-1.29, -1.22, 0.57)